Record 1
DFT (ωB97M-V/def2-TZVPD) results for a molecular structure, C13H22BaN3O2S2 at a distorted geometry.

Structure (ORCA input):
```
! RIJCOSX wB97M-V def2-TZVPD def2/J DEFGRID3
* xyz 2 2
C 2.762 -1.478 2.448
C 2.114 -1.121 1.114
C 2.362 -2.283 0.158
C 0.592 -0.918 1.312
C -0.024 0.264 0.546
S -0.046 1.793 1.549
C -1.488 -0.095 0.261
C -2.319 1.149 -0.101
S -3.389 0.907 -1.565
C -5.007 0.548 -0.967
N -5.815 1.269 -0.281
N -6.938 0.506 -0.069
C -6.732 -0.624 -0.658
O -5.512 -0.683 -1.267
C 0.727 0.444 -0.774
C 2.239 0.715 -0.655
C 2.512 2.214 -0.681
C 2.976 0.117 -1.855
N 2.729 0.138 0.626
O 2.998 0.979 1.545
H 3.839 -1.436 2.365
H 2.486 -2.492 2.715
H 2.452 -0.812 3.240
H 3.427 -2.455 0.054
H 1.939 -3.177 0.597
H 1.924 -2.139 -0.820
H 0.363 -0.838 2.367
H 0.097 -1.821 0.962
H 0.822 1.438 2.493
H -1.937 -0.565 1.126
H -1.502 -0.803 -0.563
H -2.958 1.482 0.707
H -1.721 2.006 -0.389
H -7.375 -1.480 -0.727
H 0.577 -0.484 -1.328
H 0.294 1.240 -1.379
H 1.927 2.756 0.044
H 3.564 2.416 -0.542
H 2.245 2.569 -1.674
H 3.954 0.574 -1.929
H 3.135 -0.946 -1.770
H 2.424 0.340 -2.761
Ba -4.716 0.788 -3.473
*
```

Output
<S²> = 0.754
HOMO-LUMO gap (alpha / beta) = 3.81 / 5.07 eV
lowest unoccupied orbital energy (alpha / beta) = -8.48 / -8.48 eV

Record 2
DFT (ωB97M-V/def2-TZVPD) results for a single C4H3BrO molecule at a distorted geometry.

Structure (ORCA input):
```
! RIJCOSX wB97M-V def2-TZVPD def2/J DEFGRID3
* xyz 0 1
C 0.312 -0.170 0.017
C -0.390 0.945 -0.031
C -0.050 2.075 0.819
Br -0.348 3.787 0.184
C 0.460 1.810 1.981
O 0.709 1.718 3.120
H 1.161 -0.489 0.629
H -0.033 -0.960 -0.509
H -1.332 0.993 -0.693
*
```

Output
SMILES = C=CC(Br)=C=O
energy relative to the best compared isomer or geometry (same formula, charge and spin) = 16.5 kcal/mol
HOMO-LUMO gap = 8.54 eV
lowest unoccupied orbital energy = -0.10 eV

Record 3
DFT (ωB97M-V/def2-TZVPD) results for a gas-phase ion, C7H15N2 (charge +1) at a distorted geometry.

Structure (ORCA input):
```
! RIJCOSX wB97M-V def2-TZVPD def2/J DEFGRID3
* xyz 1 1
C -0.312 -0.873 1.568
C -1.670 -0.227 -0.595
C -0.976 -1.292 0.276
C 0.477 0.585 -0.956
C 0.492 -1.093 0.339
C 1.621 1.506 -0.706
C -1.174 2.097 0.085
N -0.801 0.924 -0.676
N 1.446 -2.228 0.244
H -0.432 0.131 1.937
H -0.275 -1.611 2.361
H -1.822 -0.650 -1.592
H -2.638 0.063 -0.191
H -1.443 -2.265 0.223
H 0.569 -0.046 -1.834
H 1.499 2.412 -1.295
H 2.552 1.038 -1.010
H 1.696 1.788 0.342
H -0.304 2.696 0.333
H -1.847 2.705 -0.519
H -1.694 1.833 1.004
H 1.349 -2.865 1.052
H 2.409 -1.868 0.227
H 1.280 -2.761 -0.619
*
```

Output
energy relative to the best compared isomer or geometry (same formula, charge and spin) = 62.4 kcal/mol
HOMO-LUMO gap = 8.64 eV
lowest unoccupied orbital energy = -3.33 eV

Record 4
DFT (ωB97M-V/def2-TZVPD) results for 5 unconnected molecules or ions with the total composition H10O5 at a distorted geometry.

Structure (ORCA input):
```
! RIJCOSX wB97M-V def2-TZVPD def2/J DEFGRID3
* xyz 0 1
O -0.111 -0.101 0.484
H -0.627 -0.200 -0.339
H -0.159 0.910 0.535
O 0.064 2.538 0.753
H -0.607 3.363 1.049
H 0.691 2.757 -0.074
O -1.920 -2.138 1.560
H -1.290 -2.517 2.190
H -1.490 -1.419 1.263
O -0.350 0.488 -2.324
H 0.225 1.130 -2.196
H -0.146 0.115 -3.299
O 1.956 -1.544 -0.317
H 1.562 -1.077 0.373
H 2.205 -2.308 0.344
*
```

Output
SMILES = O.O.O.O.O
energy relative to the best compared isomer or geometry (same formula, charge and spin) = 63.4 kcal/mol
HOMO-LUMO gap = 10.56 eV
lowest unoccupied orbital energy = -0.08 eV

Record 5
DFT (ωB97M-V/def2-TZVPD) results for a single C19H21N3O3S molecule.

Structure (ORCA input):
```
! RIJCOSX wB97M-V def2-TZVPD def2/J DEFGRID3
* xyz 0 1
C -4.783 -2.441 -1.670
C -4.032 -1.161 -1.337
O -4.548 -0.648 -0.126
C -4.123 0.650 0.202
C -2.661 0.724 0.657
C -2.312 2.108 1.206
N -0.935 2.153 1.641
C 0.035 2.709 0.901
O -0.153 3.370 -0.102
C 1.450 2.428 1.439
N 1.945 1.146 0.943
C 1.465 0.024 1.548
O 0.693 0.103 2.493
C 1.826 -1.306 0.992
C 0.786 -2.204 0.764
C 1.049 -3.493 0.342
C 2.359 -3.911 0.170
C 3.402 -3.034 0.403
C 3.135 -1.735 0.805
S 4.495 -0.612 1.070
C 3.992 0.479 -0.251
N 4.829 0.569 -1.259
C 4.535 1.359 -2.275
C 3.363 2.097 -2.326
C 2.480 2.012 -1.262
C 2.783 1.180 -0.184
H -4.401 -2.867 -2.594
H -5.842 -2.231 -1.782
H -4.658 -3.160 -0.865
H -2.957 -1.374 -1.241
H -4.163 -0.420 -2.141
H -4.279 1.331 -0.649
H -4.776 0.960 1.023
H -2.497 -0.028 1.432
H -1.998 0.503 -0.183
H -2.434 2.869 0.432
H -2.959 2.352 2.054
H -0.655 1.489 2.356
H 1.433 2.384 2.531
H 2.127 3.216 1.107
H -0.229 -1.875 0.932
H 0.232 -4.175 0.160
H 2.569 -4.922 -0.145
H 4.428 -3.343 0.277
H 5.271 1.396 -3.065
H 3.144 2.732 -3.169
H 1.569 2.593 -1.256
*
```

Output
SMILES = CCOCCCNC(=O)CN1C(=O)c2ccccc2Sc2ncccc21
energy relative to the best compared isomer or geometry (same formula, charge and spin) = 42.6 kcal/mol
HOMO-LUMO gap = 9.54 eV
lowest unoccupied orbital energy = 0.49 eV

The following molar mass values (in g mol⁻¹) correspond, in order, to the records above: 453.8 147.0 127.2 90.1 371.5.